The ion C5H7O3S with charge -1 in a non-equilibrium geometry, computed with the ωB97M-V functional and the def2-TZVPD basis.

Each atom is followed by the atoms it is bonded to, with distances in Å.
Atoms and positions in Å:
1 S 1.2772 -1.7185 -1.3277  C7 1.911, H11 1.325
2 C 2.2717 1.0284 0.4362  O6 1.317, C12 1.443, O15 1.207
3 H 2.5221 -1.5129 0.6923  C7 1.130
4 H -0.2022 1.2070 -1.4029  C5 1.128
5 C -0.8644 0.6797 -0.6576  H4 1.128, H13 1.088, H14 1.088, C16 1.515
6 O 1.9410 1.0096 1.7107  C2 1.317, C12 1.540
7 C 1.4042 -1.4189 0.5549  S1 1.911, H3 1.130, O9 1.304, C12 1.523
8 H -0.6572 -0.2042 1.4173  C16 1.128
9 O 0.6410 -2.2398 1.2218  C7 1.304
10 H -0.2328 1.6058 1.3027  C16 1.179
11 H -0.0471 -1.7525 -1.2897  S1 1.325
12 C 1.2170 0.0839 0.7149  C2 1.443, O6 1.540, C7 1.523, C16 1.542
13 H -1.8325 1.1741 -0.6137  C5 1.088
14 H -0.8511 -0.2638 -1.1998  C5 1.088
15 O 3.1351 1.5058 -0.2595  C2 1.207
16 C -0.2428 0.5807 0.7209  C5 1.515, H8 1.128, H10 1.179, C12 1.542

Output
HOMO level (alpha / beta) = 0.3 / -5.6 eV
Spin multiplicity = 3
Relative energy (zero: lowest compared OMol25 entry of this formula, charge and spin) = 124.25 kJ/mol
Largest force on an atom = 4.52 eV/Å
DFT total energy = -22271.386 eV
Net charge = -1

Atomic partial charges in e from the natural (NBO) method, atoms 1 to 2:
1. S -0.42
2. C 0.76